ORCA calculation (wB97M-V/def2-TZVPD) on a structure of composition C3H2NP at a distorted geometry.

Last column: Löwdin charge in e.
CARTESIAN COORDINATES (ANGSTROEM)
P1 -1.467 0.891 -0.626  0.99
N1 0.616 -2.251 -0.483  0.15
C1 0.286 0.256 -0.297  -0.61
C2 0.577 -1.108 -0.420  -0.33
C3 -0.645 0.682 0.763  -0.45
H1 1.312 1.162 -0.730  0.20
H2 -0.678 0.367 1.792  0.06

Force components x, y, z for each atom (eV/Å):
P 0.122 -0.006 0.010
N 0.340 -0.704 -0.050
C 2.692 4.597 -1.565
C -0.060 -0.555 -0.276
C -0.022 -0.755 0.063
H -3.059 -3.157 1.561
H -0.013 0.579 0.257

Properties
E_tot in Eh: -511.488344
Kohn-Sham gap in eV: 9.038
ΔE to the lowest compared entry with this formula, charge and spin in kJ/mol: 104.3
HOMO level in Eh: -0.3595

ORCA calculation (wB97M-V/def2-TZVPD) on a structure of composition C3H2NaO3 at a distorted geometry.

Last column: Löwdin charge in e.
CARTESIAN COORDINATES (ANGSTROEM)
Na1 -0.472 1.648 -0.485  0.74
O1 0.300 1.683 1.654  -0.16
O2 -0.107 -1.062 -2.070  0.02
O3 0.141 -0.559 -0.063  -0.16
C1 0.616 -0.653 1.291  -0.18
C2 0.617 0.512 1.963  -0.27
C3 0.239 -1.557 -0.891  -0.17
H1 0.904 -1.648 1.617  0.08
H2 -0.100 -1.773 -2.722  0.10

Force components x, y, z for each atom (eV/Å):
Na 0.231 -0.198 0.460
O -0.098 -0.121 -0.252
O -0.492 0.582 -0.801
O -0.099 0.150 -0.936
C 0.185 -0.126 0.999
C -0.067 -0.179 -0.383
C 0.384 -0.526 0.898
H -0.130 0.440 -0.183
H 0.086 -0.023 0.198

Properties
E_tot in Eh: -503.415025
Kohn-Sham gap (spin up / spin down) in eV: 5.948 / 6.213
ΔE to the lowest compared entry with this formula, charge and spin in kJ/mol: 190.8
HOMO level (spin up / spin down) in Eh: -0.2491 / -0.2627
Multiplicity: 2

ORCA calculation (wB97M-V/def2-TZVPD) on a structure of composition C3H2NiO2 at a distorted geometry.

Last column: Löwdin charge in e.
CARTESIAN COORDINATES (ANGSTROEM)
Ni1 -1.109 0.580 -2.064  0.90
O1 -0.129 -1.621 -1.439  0.12
O2 1.007 0.259 -0.693  0.10
C1 -0.829 -0.067 0.244  0.15
C2 0.155 -0.744 -0.631  -0.68
C3 0.175 0.409 1.145  0.15
H1 0.576 -0.256 1.919  0.14
H2 0.154 1.439 1.517  0.12

Force components x, y, z for each atom (eV/Å):
Ni 0.408 -0.661 1.017
O 1.294 0.627 0.442
O 1.170 -0.701 1.039
C 1.870 0.359 1.644
C -2.991 -1.055 -3.861
C -2.715 1.762 1.003
H 0.722 -0.350 -0.951
H 0.244 0.021 -0.334

Properties
E_tot in Eh: -1773.717043
Kohn-Sham gap (spin up / spin down) in eV: 7.961 / 7.181
ΔE to the lowest compared entry with this formula, charge and spin in kJ/mol: 242.9
HOMO level (spin up / spin down) in Eh: -0.5304 / -0.5564
Multiplicity: 4
Net charge: +1

ORCA calculation (wB97M-V/def2-TZVPD) on an isolated molecule of C3H2O at a distorted geometry.

Last column: Löwdin charge in e.
CARTESIAN COORDINATES (ANGSTROEM)
O1 0.349 1.084 1.518  0.05
C1 -0.392 0.204 1.111  -0.23
C2 0.160 -0.270 -1.469  0.06
C3 0.007 -0.192 -0.288  -0.11
H1 0.843 -0.343 -2.531  0.13
H2 -0.967 -0.483 1.658  0.09

Force components x, y, z for each atom (eV/Å):
O -1.854 -0.375 0.955
C 4.801 0.749 -2.723
C 3.633 -0.585 -4.984
C -2.230 0.394 1.974
H -2.852 0.253 3.627
H -1.497 -0.436 1.149

Properties
E_tot in Eh: -190.618796
Kohn-Sham gap in eV: 10.340
ΔE to the lowest compared entry with this formula, charge and spin in kJ/mol: 114.8
HOMO level in Eh: -0.3866
SMILES string: C#CC=O

ORCA calculation (wB97M-V/def2-TZVPD) on an isolated molecule of C3H2O2 at a distorted geometry.

Last column: Löwdin charge in e.
CARTESIAN COORDINATES (ANGSTROEM)
O1 -0.308 1.564 -0.116  0.02
O2 -2.156 -0.645 -0.004  0.26
C1 0.627 0.792 0.014  -0.27
C2 -1.023 -0.672 -0.120  -0.16
C3 0.328 -0.639 -0.119  -0.01
H1 1.621 1.016 0.240  0.10
H2 0.910 -1.417 0.106  0.06

Force components x, y, z for each atom (eV/Å):
O 0.903 1.027 0.124
O -0.302 -0.177 -0.363
C -2.517 -1.658 -0.722
C 0.789 -0.706 0.508
C -2.871 3.435 -0.526
H 1.894 1.038 0.414
H 2.103 -2.959 0.566

Properties
E_tot in Eh: -265.939923
Kohn-Sham gap in eV: 10.513
ΔE to the lowest compared entry with this formula, charge and spin in kJ/mol: 29.8
HOMO level in Eh: -0.3575
SMILES string: O=C=CC=O

ORCA calculation (wB97M-V/def2-TZVPD) on a cluster of 2 separate species, C3H2O2 in total at a distorted geometry.

Last column: Löwdin charge in e.
CARTESIAN COORDINATES (ANGSTROEM)
O1 -1.751 0.276 -0.334  0.19
O2 -2.408 -1.772 0.517  0.21
C1 1.600 0.860 0.492  0.02
C2 -2.129 -0.722 0.122  -0.42
C3 1.470 0.226 -0.522  0.01
H1 1.729 1.707 0.959  -0.04
H2 1.490 -0.575 -1.234  0.03

Force components x, y, z for each atom (eV/Å):
O -0.521 0.040 0.270
O -0.451 -0.144 0.350
C -0.603 -2.931 -3.412
C 0.912 0.115 -0.629
C 0.350 -1.158 0.478
H 0.539 3.711 2.981
H -0.226 0.367 -0.038

Properties
E_tot in Eh: -265.931785
Kohn-Sham gap in eV: 11.372
ΔE to the lowest compared entry with this formula, charge and spin in kJ/mol: 51.1
HOMO level in Eh: -0.3958
SMILES string: O=C=O.C#C

ORCA calculation (wB97M-V/def2-TZVPD) on a cluster of 2 separate species, C3H2O2S in total at a distorted geometry.

Last column: Löwdin charge in e.
CARTESIAN COORDINATES (ANGSTROEM)
S1 3.458 0.023 -0.694  0.83
O1 2.173 -0.190 1.650  0.08
O2 0.243 -2.466 0.903  0.17
C1 2.789 -0.249 0.658  -0.90
C2 -0.091 -0.507 -0.598  0.00
C3 0.010 -1.565 0.206  -0.28
H1 0.348 0.334 -0.010  0.07
H2 -0.462 -0.425 -1.558  0.03

Force components x, y, z for each atom (eV/Å):
S 0.971 -0.389 -1.170
O 0.967 -0.865 -0.835
O -0.483 0.543 -0.268
C -1.615 1.315 2.056
C 1.314 -0.241 3.834
C 0.208 0.030 -1.170
H -0.640 -0.303 -0.946
H -0.722 -0.090 -1.501

Properties
E_tot in Eh: -664.151926
Kohn-Sham gap in eV: 9.673
ΔE to the lowest compared entry with this formula, charge and spin in kJ/mol: 36.9
HOMO level in Eh: -0.3408
SMILES string: C=C=O.O=C=S

ORCA calculation (wB97M-V/def2-TZVPD) on an isolated molecule of C3H2O2S at a distorted geometry.

Last column: Löwdin charge in e.
CARTESIAN COORDINATES (ANGSTROEM)
S1 1.036 -1.125 -0.184  0.88
O1 -1.802 1.269 0.110  0.15
O2 1.200 0.453 -2.457  0.07
C1 -0.126 -0.357 0.904  -0.50
C2 -0.776 0.752 0.038  -0.29
C3 0.738 0.114 -1.448  -0.53
H1 0.545 0.141 1.654  0.08
H2 -0.815 -1.246 1.383  0.14

Force components x, y, z for each atom (eV/Å):
S 0.379 -0.614 -0.704
O -0.916 0.780 0.156
O 0.113 -0.371 -0.079
C 0.096 -1.858 2.020
C 1.918 -1.728 -1.868
C -1.737 1.485 1.671
H -1.221 -0.375 -0.147
H 1.367 2.681 -1.048

Properties
E_tot in Eh: -664.095092
Kohn-Sham gap in eV: 8.567
ΔE to the lowest compared entry with this formula, charge and spin in kJ/mol: 186.1
HOMO level in Eh: -0.3131

ORCA calculation (wB97M-V/def2-TZVPD) on an isolated molecule of C3H2O2S2 at a distorted geometry.

Last column: Löwdin charge in e.
CARTESIAN COORDINATES (ANGSTROEM)
S1 2.576 -0.219 -0.139  1.03
S2 1.038 2.330 0.415  0.92
O1 3.968 2.296 -0.012  -0.25
O2 0.672 3.243 -0.647  -0.47
C1 2.549 1.439 -0.010  -0.67
C2 0.811 -0.336 -0.049  -0.42
C3 0.117 0.773 0.147  -0.29
H1 -0.956 0.818 0.198  0.08
H2 0.411 -1.328 -0.179  0.07

Force components x, y, z for each atom (eV/Å):
S -0.141 -0.015 -0.085
S -0.002 -1.654 0.126
O -7.922 -4.715 -0.029
O -0.247 0.970 -0.680
C 8.224 5.121 0.341
C 0.119 0.025 0.029
C 0.362 0.302 0.269
H -0.195 0.047 0.031
H -0.198 -0.082 -0.004

Properties
E_tot in Eh: -1062.170346
Kohn-Sham gap (spin up / spin down) in eV: 8.284 / 7.561
ΔE to the lowest compared entry with this formula, charge and spin in kJ/mol: 526.4
HOMO level (spin up / spin down) in Eh: -0.3713 / -0.3416

ORCA calculation (wB97M-V/def2-TZVPD) on a structure of composition C3H2O2S2 at a distorted geometry.

Last column: Löwdin charge in e.
CARTESIAN COORDINATES (ANGSTROEM)
S1 0.325 1.007 0.646  0.60
S2 -1.165 0.248 -1.608  0.87
O1 -0.338 1.160 1.910  -0.33
O2 1.661 1.565 0.512  -0.32
C1 -0.276 -1.129 -0.812  -0.38
C2 0.361 -0.824 0.284  -0.19
C3 -0.944 1.495 -0.623  -0.43
H1 -0.456 -2.062 -1.314  0.07
H2 0.831 -1.459 1.005  0.10

Force components x, y, z for each atom (eV/Å):
S 0.279 0.380 0.935
S -0.996 -2.334 -2.962
O 0.143 0.011 0.095
O -1.515 -0.608 -0.481
C -1.198 1.252 -0.704
C 0.075 1.986 0.211
C 2.785 -0.401 2.648
H 0.066 -0.218 0.071
H 0.361 -0.068 0.188

Properties
E_tot in Eh: -1062.154203
Kohn-Sham gap (spin up / spin down) in eV: 8.747 / 7.481
ΔE to the lowest compared entry with this formula, charge and spin in kJ/mol: 49.5
HOMO level (spin up / spin down) in Eh: -0.3042 / -0.3935
Multiplicity: 3

Question: What is the E_tot in the ninth record?
Answer: -1062.170346 Eh

Question: Which of these has the highest E_tot?
Answer: C3H2O

Question: Which formula does entry 7 have?
Answer: C3H2O2S

Question: Look up the ΔE to the lowest compared entry with this formula, charge and spin of the fourth one.
Answer: 114.8 kJ/mol